Entry 1:
The following is a quantum chemistry calculation of an isolated molecule of C15H13N3OS at a distorted geometry, from the OMol25 dataset.

Structure (XYZ):
```
33
Properties=species:S:1:pos:R:3:forces:R:3
N 1.274 -0.996 3.517 0.0 0.7 -1.2
N 0.188 -1.278 2.651 1.9 0.3 1.1
O 0.387 -2.724 -0.822 1.1 1.5 2.9
S 3.701 0.327 3.282 -0.7 -0.2 -2.1
C 2.084 -0.217 2.782 0.9 -2.8 7.4
C 0.518 -0.709 1.537 -3.8 -0.3 -2.8
C -4.629 -0.100 -2.527 0.0 -1.3 -0.4
C -4.646 0.913 -1.574 -0.1 2.0 0.8
C -0.518 -1.685 -0.680 2.2 0.0 0.8
C -0.444 -0.645 0.353 -0.2 -1.2 0.1
C -3.493 -0.853 -2.599 0.0 -0.3 -1.1
C -3.551 1.208 -0.812 2.1 -0.6 1.3
C -1.420 -1.649 -1.656 0.2 -1.6 -1.6
C -1.472 0.300 0.339 1.4 -0.5 -1.2
C -2.385 -0.710 -1.679 -2.2 1.0 -1.5
C -2.348 0.328 -0.759 -3.5 1.0 0.2
N 1.653 -0.016 1.612 0.7 1.3 -4.2
C 4.774 1.716 1.109 3.5 0.4 -1.5
C 2.565 0.860 0.853 0.1 -1.5 0.0
C 3.975 0.517 1.409 -1.4 1.0 0.6
H 0.227 -3.205 -1.607 -0.5 -0.6 -1.2
H -5.551 -0.313 -3.120 1.1 0.2 0.3
H -5.533 1.548 -1.524 0.3 -0.1 0.2
H -3.409 -1.595 -3.420 0.0 0.3 0.8
H -3.420 2.030 -0.081 -1.0 -0.3 -0.6
H -1.374 -2.417 -2.452 -0.2 0.4 0.6
H -1.575 1.058 1.095 0.2 0.1 0.3
H 4.912 1.790 -0.017 -0.6 0.3 1.1
H 5.858 1.594 1.406 -1.1 0.1 0.1
H 4.418 2.644 1.548 -0.2 -0.1 -0.1
H 2.286 1.839 1.146 0.0 1.2 0.1
H 2.553 0.797 -0.236 -0.4 -0.4 0.1
H 4.395 -0.357 0.923 -0.1 -0.3 0.3
```
Forces are in eV/Å.

Properties
Structure (SMILES): C[C@@H]1Cn2c(nnc2-c2cc3ccccc3cc2O)S1
Energy above the lowest of the compared OMol25 structures with the same formula, charge and spin (eV): 2.2562
HOMO-LUMO gap (eV): 8.67
LUMO (hartree): 0.01313
Total charge: 0
HOMO energy (eV): -8.308


Entry 2:
The following is a quantum chemistry calculation of a structure of composition C15H24BeBr4Cl4CsF3LiN6NaO9PS at a distorted geometry, from the OMol25 dataset.

Structure (XYZ):
```
71
Properties=species:S:1:pos:R:3:forces:R:3
N 1.683 0.859 -6.516 0.1 -0.6 -1.2
C 1.034 -0.177 -5.914 -0.7 -0.5 -0.3
N -0.211 -0.063 -5.473 0.9 1.2 1.3
C -0.386 -0.868 -4.217 -0.3 -0.9 -0.4
C 0.887 -0.795 -3.390 0.1 -0.2 0.4
C 0.787 -1.516 -2.050 0.3 -0.1 0.1
C -0.253 -0.981 -1.094 -0.6 0.5 0.1
S -0.059 -1.393 0.628 0.7 0.7 0.4
C 0.985 -0.151 1.225 1.6 2.0 -0.7
N 2.169 -0.283 1.758 -0.1 -0.8 -0.4
N 2.614 0.958 2.144 0.0 -0.1 0.3
C 1.668 1.777 1.843 0.5 0.1 0.0
O 0.631 1.171 1.275 -1.0 -0.3 -0.7
C 2.010 -1.466 -4.194 -0.7 -0.1 -0.1
N 1.642 -1.355 -5.674 1.4 1.2 0.1
H 1.207 1.549 -7.080 -0.4 0.2 0.5
H 2.649 0.991 -6.226 -0.6 0.0 0.8
H -0.404 0.920 -5.302 -0.6 -0.1 -0.2
H -1.286 -0.559 -3.699 0.0 0.3 -0.1
H -0.534 -1.906 -4.517 -0.1 -0.1 0.0
H 1.167 0.245 -3.189 -0.2 0.2 -0.2
H 0.687 -2.592 -2.198 -0.1 -0.1 0.2
H 1.757 -1.381 -1.568 0.1 -0.2 0.1
H -0.364 0.102 -1.178 -0.1 0.1 0.0
H -1.251 -1.433 -1.078 -0.1 0.0 -1.5
H 1.652 2.836 2.022 -0.1 0.1 -0.1
H 2.950 -0.942 -4.048 0.2 -0.2 0.1
H 2.096 -2.519 -3.942 0.1 -0.1 0.0
H 2.457 -1.426 -6.275 0.1 -0.4 0.2
Br 1.359 -4.585 -0.559 0.4 0.3 -0.7
Be -3.215 -3.060 -0.797 0.9 -2.0 -0.2
C 6.440 2.355 -5.518 0.0 0.0 0.2
N 5.484 1.627 -6.353 -0.1 -0.3 0.2
O 4.320 1.375 -5.896 0.4 0.4 -0.2
O 5.780 1.278 -7.488 -0.5 0.3 0.0
H 5.968 2.571 -4.567 0.0 0.0 0.0
H 7.317 1.721 -5.390 0.0 0.0 -0.1
H 6.708 3.269 -6.046 0.1 0.0 -0.1
C -0.303 3.572 4.683 0.0 0.5 -0.2
C -0.874 2.936 3.425 0.2 -0.6 -0.1
O -2.190 3.248 3.052 -0.1 0.6 0.5
C -2.346 4.369 2.171 0.0 -0.2 -0.5
O -1.615 4.331 1.080 0.0 -0.1 -0.1
C -2.166 5.736 2.906 -0.1 -0.2 0.1
F -2.686 5.723 4.142 0.0 0.1 0.0
F -2.816 6.693 2.213 0.1 0.0 0.0
F -0.884 6.129 3.011 0.0 0.0 0.0
H -1.041 3.584 5.478 0.0 -0.1 0.0
H 0.563 2.996 5.022 -0.1 -0.1 0.0
H 0.034 4.592 4.501 0.0 0.0 0.0
H -0.913 1.856 3.601 0.0 -0.2 0.1
H -0.229 3.101 2.557 -0.1 0.3 0.1
H -3.450 4.349 2.004 0.1 0.0 -0.1
C -2.135 -4.923 2.540 0.1 0.3 0.0
Br -3.815 -3.950 2.365 -0.1 0.0 0.0
Br -0.724 -4.092 1.483 -0.9 -1.4 0.7
Br -1.637 -5.144 4.367 0.0 0.1 0.1
H -2.301 -5.906 2.122 -0.1 0.0 0.0
C -3.910 -7.824 6.615 0.0 0.0 0.0
Cl -4.014 -8.134 4.873 0.0 0.0 0.0
Cl -4.833 -6.379 7.009 0.0 0.0 0.0
Cl -4.559 -9.209 7.489 0.0 0.0 0.0
Cl -2.219 -7.582 7.069 0.0 0.0 0.0
O -3.298 -0.336 6.896 0.6 -0.5 -0.2
P -3.330 0.826 5.912 -0.1 0.0 -0.4
O -2.012 1.581 6.027 -0.2 -0.1 0.7
O -4.528 1.689 6.277 0.1 0.6 -0.3
O -3.485 0.350 4.471 -0.3 -0.6 -0.1
Na 0.459 -1.046 3.186 -0.6 -0.7 2.1
Cs -4.414 -0.592 -0.370 -0.9 2.0 0.9
Li 3.526 1.305 -7.637 0.8 -0.2 -1.0
```
Forces are in eV/Å.

Properties
HOMO-LUMO gap (eV): 1.29
LUMO (hartree): -0.24355
Total charge: +1
HOMO energy (eV): -7.918


Entry 3:
The following is a quantum chemistry calculation of the ion C4H14N3 with charge +1 at a distorted geometry, from the OMol25 dataset.

Structure (XYZ):
```
21
Properties=species:S:1:pos:R:3:forces:R:3
C -1.492 0.379 -1.157 0.4 -1.2 -0.5
C -0.977 -0.272 1.494 -2.5 1.2 -1.9
C 1.185 1.818 0.007 -0.3 -0.6 -0.9
C -0.656 -0.194 -0.094 4.3 -1.5 1.1
N -0.319 -1.641 -0.489 -1.1 -0.1 3.3
N 0.976 0.412 -0.428 -3.5 -0.3 0.8
N 1.842 -0.593 0.057 0.4 0.3 0.5
H -2.367 -0.285 -1.272 0.0 0.8 -0.1
H -0.821 0.277 -2.064 -1.1 0.7 0.8
H -1.697 1.372 -0.832 -0.7 0.9 -0.6
H -0.091 -0.443 2.099 0.0 0.1 -0.1
H -1.526 0.707 1.765 1.2 -1.5 -0.2
H -1.769 -1.090 1.691 1.3 1.1 -0.4
H 0.469 2.531 -0.407 -0.2 -0.6 -0.9
H 0.931 1.933 1.021 0.7 0.1 1.9
H 2.168 2.173 -0.330 -0.2 -0.3 0.6
H -0.554 -1.991 -1.365 -0.1 0.2 -2.6
H -0.868 -2.289 0.107 0.8 0.5 0.1
H 2.609 -0.548 -0.572 1.0 -0.5 -0.5
H 2.216 -0.623 1.022 -0.5 0.8 -0.3
H 0.742 -1.634 -0.252 0.3 -0.3 -0.2
```
Forces are in eV/Å.

Properties
Structure (SMILES): CN(N)C(C)(C)[NH3+]
Energy above the lowest of the compared OMol25 structures with the same formula, charge and spin (eV): 3.4710
HOMO-LUMO gap (eV): 10.58
LUMO (hartree): -0.10698
Total charge: +1
HOMO energy (eV): -13.495


Entry 4:
The following is a quantum chemistry calculation of a structure of composition C3H2KMgO3 at a distorted geometry, from the OMol25 dataset.

Structure (XYZ):
```
10
Properties=species:S:1:pos:R:3:forces:R:3
C -1.449 1.336 -1.061 -0.2 -0.6 0.7
C -0.224 0.867 -1.145 -1.2 0.7 -1.1
O 0.809 0.877 -1.776 1.1 -0.5 0.7
Mg 2.766 0.769 -1.362 -0.2 -0.1 0.1
H -2.294 0.673 -0.962 0.0 -0.2 0.3
H -1.638 2.383 -0.885 0.2 0.3 -0.2
O -1.078 -1.256 1.804 -2.0 -0.1 0.9
C -0.138 -1.137 1.151 6.4 -0.2 -1.2
K 2.085 -3.176 3.101 -0.2 0.3 -0.3
O 1.162 -1.336 1.135 -3.9 0.4 0.0
```
Forces are in eV/Å.

Properties
Energy above the lowest of the compared OMol25 structures with the same formula, charge and spin (eV): 0.7852
HOMO-LUMO gap (spin up / spin down) (eV): 3.95 / 6.78
LUMO (spin up / spin down) (hartree): -0.18359 / -0.13972
Total charge: +1
HOMO energy (spin up / spin down) (eV): -8.946 / -10.580


Entry 5:
The following is a quantum chemistry calculation of an isolated molecule of C5H10 at a distorted geometry, from the OMol25 dataset.

Structure (XYZ):
```
15
Properties=species:S:1:pos:R:3:forces:R:3
C 1.118 0.802 1.310 1.4 1.6 -0.5
C -0.085 0.404 0.486 0.0 0.3 1.4
C -0.018 0.536 -1.043 -0.4 2.3 -0.1
C -0.885 -0.727 -1.135 0.1 0.2 0.1
C -0.302 -1.130 0.283 -1.5 -1.0 -0.4
H 2.038 0.191 1.061 -1.0 0.7 0.2
H 1.350 1.920 1.053 -0.2 -1.9 0.6
H 0.931 0.733 2.398 0.1 0.0 -0.5
H -0.940 1.011 0.937 0.5 -1.3 -0.8
H -0.397 1.493 -1.505 -0.1 -0.9 0.6
H 1.034 0.583 -1.339 0.0 -1.1 -0.2
H -0.706 -1.361 -1.990 -0.1 -0.4 -0.1
H -1.965 -0.409 -1.107 1.0 -0.5 0.1
H 0.664 -1.701 0.122 -0.9 0.9 0.3
H -0.976 -1.777 0.958 1.0 1.2 -0.8
```
Forces are in eV/Å.

Properties
Structure (SMILES): CC1CCC1
Energy above the lowest of the compared OMol25 structures with the same formula, charge and spin (eV): 1.3728
HOMO-LUMO gap (eV): 11.88
LUMO (hartree): 0.04726
Total charge: 0
HOMO energy (eV): -10.596


Entry 6:
The following is a quantum chemistry calculation of a structure of composition C2H3I2NO2 at a distorted geometry, from the OMol25 dataset.

Structure (XYZ):
```
10
Properties=species:S:1:pos:R:3:forces:R:3
C 0.963 -0.010 -0.785 0.6 -3.2 0.0
C -0.476 0.030 -0.275 0.4 -1.0 1.1
N -0.509 -0.016 1.528 -0.2 0.3 -4.9
O -0.575 1.096 1.906 0.2 1.2 2.2
O -0.519 -1.073 2.049 0.2 -0.7 1.0
I -1.467 1.801 -0.861 0.0 -0.1 -0.1
I -1.419 -1.731 -0.878 -0.5 -0.5 -0.1
H 1.001 -0.314 -1.920 0.0 0.6 2.4
H 1.341 0.936 -0.651 1.2 2.3 0.0
H 1.659 -0.719 -0.113 -1.8 1.2 -1.7
```
Forces are in eV/Å.

Properties
Energy above the lowest of the compared OMol25 structures with the same formula, charge and spin (eV): 3.3880
HOMO-LUMO gap (eV): 9.21
LUMO (hartree): -0.01160
Total charge: 0
HOMO energy (eV): -9.522


| no. | total energy (hartree) |
| --- | --- |
| 1 | -1217.0233 |
| 2 | -14971.5825 |
| 3 | -324.7373 |
| 4 | -1140.9457 |
| 5 | -196.4580 |
| 6 | -878.4813 |